(1)
Molecular formula: C4H10NO3S
Method: DFT, ωB97M-V with the def2-TZVPD basis set

Results
highest occupied orbital energy: -0.17865 Ha
net charge: -1
frontier orbital gap: 8.5634 eV
SMILES string: CCCCNS(=O)(=O)[O-]
energy relative to the best compared isomer or geometry (same formula, charge and spin): 46.91 kJ/mol
largest force on an atom: 2.2 eV Å⁻¹

Last column: Löwdin charge in e.
Element x y z (Å)
C1 -1.846 0.382 -1.932  -0.12
C2 -0.986 -0.287 -0.841  -0.25
C3 0.454 0.289 -0.736  -0.21
C4 0.746 1.009 0.587  -0.27
N1 1.615 0.260 1.523  -0.16
S1 1.131 -1.342 1.819  0.32
O1 1.592 -2.103 0.681  -0.36
O2 1.840 -1.642 3.052  -0.39
O3 -0.287 -1.301 1.974  -0.35
H1 -2.118 -0.342 -2.701  0.05
H2 -2.795 0.741 -1.530  0.05
H3 -1.354 1.234 -2.398  0.05
H4 -1.464 -0.099 0.114  0.08
H5 -0.908 -1.363 -0.969  0.10
H6 0.539 1.048 -1.519  0.08
H7 1.212 -0.457 -0.952  0.09
H8 1.303 1.916 0.329  0.09
H9 -0.171 1.361 1.068  0.10
H10 1.497 0.695 2.433  0.07

---

(2)
Molecular formula: C2H3NO2
Method: DFT, ωB97M-V with the def2-TZVPD basis set

Results
highest occupied orbital energy (spin up / spin down): -0.36828 / -0.34700 Ha
frontier orbital gap (spin up / spin down): 8.6586 / 9.7618 eV
energy relative to the best compared isomer or geometry (same formula, charge and spin): 976.29 kJ/mol
largest force on an atom: 5.1 eV Å⁻¹

Last column: Löwdin charge in e.
Element x y z (Å)
C1 0.129 0.381 -0.095  -0.14
C2 1.269 0.498 -1.015  -0.22
N1 -0.789 0.478 -1.250  0.02
O1 0.882 1.555 -0.171  0.04
O2 0.326 0.335 -2.066  -0.04
H1 -2.015 1.329 1.726  0.07
H2 2.164 0.068 -1.115  0.11
H3 -1.527 -0.308 -1.297  0.16

---

(3)
Molecular formula: C42H56BMnN10S5Se
Method: DFT, ωB97M-V with the def2-TZVPD basis set

Results
highest occupied orbital energy (spin up / spin down): -0.32589 / -0.34189 Ha
net charge: +1
frontier orbital gap (spin up / spin down): 5.5260 / 5.8857 eV
energy relative to the best compared isomer or geometry (same formula, charge and spin): 161.77 kJ/mol
expectation value of S²: 8.771
largest force on an atom: 2.5 eV Å⁻¹
spin multiplicity: 6

Last column: Löwdin charge in e.
Element x y z (Å)
Mn1 2.120 2.068 -0.980  0.05
C1 -2.744 3.848 -0.612  -0.06
C2 -2.685 2.355 -0.631  -0.24
C3 -3.781 1.599 -0.345  0.08
C4 -3.687 0.185 -0.367  -0.20
N1 -2.557 -0.407 -0.605  0.19
N2 -1.462 0.323 -0.896  0.05
B1 -0.286 -0.528 -1.264  -0.49
N3 0.127 -1.541 -0.306  0.06
N4 -0.527 -1.381 0.874  0.15
C5 -0.189 -2.051 1.922  -0.20
C6 0.895 -2.967 1.898  0.08
C7 1.579 -3.166 0.743  -0.27
C8 2.756 -4.084 0.689  -0.07
C9 1.175 -2.455 -0.435  -0.61
S1 1.947 -2.762 -1.895  0.76
C10 -1.032 -1.794 3.164  -0.52
C11 -0.543 -2.581 4.379  -0.05
C12 -2.471 -2.219 2.841  -0.04
C13 -1.004 -0.291 3.480  -0.02
N5 0.070 -0.552 -2.720  0.02
N6 -0.772 -1.555 -3.011  0.17
C14 -0.803 -2.068 -4.200  -0.20
C15 -0.037 -1.469 -5.233  0.08
C16 0.816 -0.443 -4.957  -0.24
C17 1.661 0.188 -6.012  -0.07
C18 0.934 0.003 -3.599  -0.61
S2 2.172 1.091 -3.183  0.73
C19 -1.629 -3.317 -4.419  -0.54
C20 -0.681 -4.400 -4.961  -0.03
C21 -2.240 -3.798 -3.102  -0.04
C22 -2.748 -3.025 -5.426  -0.03
C23 -1.476 1.678 -0.949  -0.52
S3 -0.128 2.584 -1.460  0.75
C24 -4.926 -0.659 -0.116  -0.54
C25 -4.672 -2.130 -0.448  -0.04
C26 -6.083 -0.149 -0.990  -0.04
C27 -5.307 -0.519 1.367  -0.02
H1 -3.764 4.181 -0.428  0.09
H2 -2.402 4.264 -1.559  0.08
H3 -2.099 4.236 0.179  0.08
H4 -4.721 2.081 -0.118  0.13
H5 1.187 -3.493 2.796  0.12
H6 2.846 -4.644 1.619  0.09
H7 3.666 -3.501 0.540  0.08
H8 2.671 -4.775 -0.147  0.06
H9 -0.610 -3.657 4.208  0.09
H10 -1.180 -2.345 5.232  0.09
H11 0.483 -2.321 4.645  0.09
H12 -2.527 -3.293 2.651  0.10
H13 -2.810 -1.691 1.953  0.04
H14 -3.127 -1.982 3.680  0.09
H15 -0.002 0.022 3.779  0.08
H16 -1.698 -0.065 4.291  0.10
H17 -1.291 0.281 2.597  0.08
H18 -0.121 -1.835 -6.248  0.13
H19 1.371 -0.165 -6.999  0.09
H20 2.711 -0.051 -5.838  0.09
H21 1.571 1.274 -5.976  0.08
H22 0.191 -4.500 -4.312  0.08
H23 -0.337 -4.167 -5.969  0.08
H24 -1.195 -5.361 -4.991  0.09
H25 -1.462 -4.040 -2.377  0.09
H26 -2.835 -4.693 -3.286  0.10
H27 -2.879 -3.032 -2.667  0.06
H28 -2.353 -2.663 -6.376  0.08
H29 -3.430 -2.273 -5.026  0.09
H30 -3.315 -3.936 -5.618  0.09
H31 -4.517 -2.256 -1.520  0.07
H32 -5.534 -2.727 -0.150  0.10
H33 -3.790 -2.501 0.067  0.07
H34 -5.789 -0.090 -2.040  0.09
H35 -6.439 0.832 -0.674  0.08
H36 -6.919 -0.843 -0.912  0.09
H37 -4.530 -0.939 2.005  0.06
H38 -6.238 -1.054 1.557  0.10
H39 -5.452 0.527 1.645  0.09
N7 4.842 -0.268 -0.955  0.13
C28 5.136 1.029 -1.102  -0.69
N8 4.271 2.014 -1.035  -0.04
C29 4.909 3.242 -1.146  -0.33
C30 6.250 3.188 -1.298  -0.34
S4 6.785 1.551 -1.319  1.08
C31 4.079 4.429 -1.028  -0.32
C32 4.491 5.715 -0.996  -0.34
S5 3.155 6.773 -0.745  1.08
C33 2.099 5.389 -0.689  -0.66
N9 2.712 4.244 -0.862  0.02
N10 0.781 5.531 -0.452  0.11
H40 3.906 -0.593 -1.168  0.05
H41 5.571 -0.939 -1.129  0.10
H42 6.950 4.000 -1.396  0.08
H43 5.491 6.099 -1.095  0.08
H44 0.385 6.453 -0.434  0.10
H45 0.181 4.741 -0.649  -0.01
C34 1.989 1.922 7.157  -0.05
C35 2.040 1.815 5.658  -0.27
C36 2.977 1.002 5.031  -0.02
C37 3.002 0.835 3.653  -0.31
C38 4.033 -0.053 3.014  -0.09
C39 2.046 1.513 2.880  -0.47
Se1 1.888 1.026 1.024  0.78
C40 1.133 2.388 3.477  -0.32
C41 0.124 3.179 2.688  -0.07
C42 1.151 2.520 4.862  -0.02
H46 2.670 1.211 7.622  0.07
H47 0.981 1.725 7.523  0.08
H48 2.266 2.925 7.487  0.08
H49 3.702 0.471 5.638  0.11
H50 4.735 -0.435 3.756  0.08
H51 4.591 0.498 2.255  0.07
H52 3.548 -0.894 2.515  0.05
H53 0.272 3.049 1.617  0.00
H54 0.214 4.241 2.924  0.08
H55 -0.889 2.862 2.946  0.08
H56 0.427 3.183 5.327  0.13

---

(4)
Molecular formula: C40H75F7NO10S
Method: DFT, ωB97M-V with the def2-TZVPD basis set

Results
highest occupied orbital energy: -0.37745 Ha
net charge: +1
frontier orbital gap: 5.6759 eV
largest force on an atom: 8.3 eV Å⁻¹

Last column: Löwdin charge in e.
Element x y z (Å)
C1 5.544 -2.440 -0.144  0.03
C2 5.396 -3.029 1.175  -0.04
C3 5.054 -4.577 1.387  -0.40
O1 4.802 -4.949 2.555  0.05
O2 5.019 -5.405 0.243  -0.05
C4 3.882 -6.301 0.254  -0.18
C5 2.489 -5.564 -0.115  -0.15
C6 2.492 -5.211 -1.693  -0.18
C7 0.964 -4.974 -2.167  -0.18
C8 0.957 -3.666 -3.109  -0.18
C9 -0.482 -2.901 -3.117  -0.14
C10 -0.577 -1.790 -1.964  -0.15
C11 -0.242 -0.354 -2.573  -0.23
C12 0.998 -0.164 -3.572  -0.11
C13 2.143 0.803 -2.990  -0.37
C14 1.576 2.306 -2.750  -0.08
C15 2.895 0.226 -1.697  -0.08
N1 -1.494 0.023 -3.302  0.16
C16 -2.509 -0.536 -2.634  0.07
C17 -2.044 -1.432 -1.348  -0.27
C18 -2.108 -0.334 -0.177  -0.13
C19 -1.454 -0.770 1.211  -0.15
C20 0.143 -0.921 1.206  -0.07
C21 0.454 -2.430 1.659  -0.36
O3 0.288 -3.419 0.895  0.03
O4 0.892 -2.759 2.987  0.05
S1 -3.346 -2.780 -1.410  0.87
O5 -2.730 -4.079 -0.997  -0.26
O6 -3.669 -2.921 -2.893  -0.30
C22 -4.948 -2.345 -0.591  -0.33
F1 -5.402 -1.024 -0.906  0.06
F2 -5.937 -3.204 -1.151  0.09
C23 -5.049 -2.512 0.989  -0.21
F3 -6.442 -2.447 1.299  0.10
F4 -4.479 -1.431 1.726  0.09
C24 -4.539 -3.896 1.600  -0.34
F5 -3.168 -3.924 1.919  0.10
F6 -4.845 -5.025 0.841  0.13
F7 -5.216 -4.063 2.840  0.10
H1 6.572 -2.069 -0.476  0.08
H2 4.605 -2.366 -0.794  0.05
H3 5.482 -2.377 2.106  0.12
H4 4.046 -7.088 -0.559  0.13
H5 3.733 -6.850 1.250  0.13
H6 2.519 -4.562 0.436  0.10
H7 1.572 -6.198 0.127  0.13
H8 3.139 -4.265 -1.796  0.10
H9 2.954 -6.067 -2.284  0.11
H10 0.632 -5.875 -2.796  0.12
H11 0.232 -4.836 -1.307  0.09
H12 1.097 -4.054 -4.187  0.13
H13 1.829 -2.958 -2.904  0.09
H14 -1.259 -3.728 -3.061  0.11
H15 -0.587 -2.368 -4.121  0.12
H16 0.243 -2.110 -1.245  0.14
H17 0.079 0.310 -1.685  0.14
H18 0.586 0.371 -4.509  0.12
H19 1.479 -1.124 -3.940  0.11
H20 2.945 0.919 -3.805  0.14
H21 1.052 2.345 -1.725  0.08
H22 0.757 2.523 -3.529  0.08
H23 2.395 3.094 -2.753  0.08
H24 2.925 -0.915 -1.646  0.06
H25 3.998 0.557 -1.765  0.10
H26 2.500 0.703 -0.726  0.08
H27 -1.546 0.631 -4.140  0.19
H28 -3.559 -0.360 -3.033  0.17
H29 -3.226 -0.092 -0.023  0.12
H30 -1.635 0.679 -0.462  0.14
H31 -1.918 -1.719 1.654  0.11
H32 -1.703 0.064 1.967  0.14
H33 0.570 -0.251 2.035  0.14
H34 0.659 -0.626 0.239  0.09
H35 0.248 -3.467 3.244  0.13
C25 2.644 6.755 0.280  -0.07
C26 3.593 6.204 -0.770  -0.27
O7 2.931 5.569 -1.858  -0.19
C27 2.046 6.380 -2.621  -0.28
C28 2.722 7.570 -3.278  -0.07
H36 1.984 5.967 0.652  0.08
H37 3.207 7.167 1.121  0.07
H38 2.011 7.550 -0.122  0.07
H39 4.225 5.443 -0.307  0.12
H40 4.266 6.984 -1.139  0.11
H41 1.199 6.697 -2.005  0.09
H42 1.634 5.734 -3.402  0.11
H43 3.115 8.270 -2.538  0.07
H44 2.011 8.111 -3.905  0.08
H45 3.559 7.241 -3.899  0.08
C29 -4.570 -11.104 2.257  -0.08
C30 -3.478 -10.150 2.711  -0.28
O8 -3.250 -9.076 1.809  -0.16
C31 -4.351 -8.211 1.567  -0.28
C32 -4.862 -7.511 2.815  -0.08
H46 -4.349 -11.493 1.260  0.08
H47 -4.652 -11.944 2.951  0.08
H48 -5.544 -10.613 2.209  0.07
H49 -2.537 -10.700 2.779  0.12
H50 -3.686 -9.765 3.715  0.11
H51 -5.156 -8.755 1.063  0.11
H52 -3.998 -7.456 0.860  0.11
H53 -5.266 -8.221 3.539  0.07
H54 -5.657 -6.809 2.558  0.06
H55 -4.053 -6.963 3.306  0.08
C33 -2.843 4.606 -1.657  -0.08
C34 -1.761 5.568 -1.196  -0.28
O9 -1.540 6.647 -2.092  -0.17
C35 -2.649 7.505 -2.336  -0.27
C36 -3.170 8.196 -1.089  -0.08
H56 -2.615 4.223 -2.656  0.07
H57 -2.920 3.762 -0.966  0.06
H58 -3.821 5.088 -1.708  0.07
H59 -0.814 5.027 -1.127  0.11
H60 -1.976 5.948 -0.192  0.11
H61 -3.447 6.956 -2.846  0.11
H62 -2.299 8.265 -3.039  0.12
H63 -3.572 7.481 -0.368  0.07
H64 -3.970 8.893 -1.348  0.08
H65 -2.368 8.749 -0.593  0.08
C37 3.061 8.829 5.142  -0.08
C38 2.316 7.834 4.270  -0.28
O10 3.150 6.823 3.719  -0.18
C39 3.828 5.988 4.649  -0.28
C40 2.896 5.208 5.560  -0.08
H66 3.885 9.285 4.586  0.08
H67 2.385 9.619 5.479  0.08
H68 3.487 8.353 6.028  0.07
H69 1.879 8.367 3.422  0.12
H70 1.481 7.382 4.815  0.11
H71 4.547 6.574 5.230  0.11
H72 4.414 5.281 4.056  0.12
H73 2.316 5.869 6.207  0.07
H74 3.469 4.534 6.201  0.08
H75 2.189 4.618 4.971  0.08

---

(5)
Molecular formula: C2H8FN2O
Method: DFT, ωB97M-V with the def2-TZVPD basis set

Results
highest occupied orbital energy (spin up / spin down): -0.29567 / -0.63596 Ha
net charge: +1
frontier orbital gap (spin up / spin down): 4.7886 / 7.6125 eV
expectation value of S²: 2.008
largest force on an atom: 4.7 eV Å⁻¹
spin multiplicity: 3

Last column: Löwdin charge in e.
Element x y z (Å)
C1 -0.204 -0.494 0.065  -0.29
C2 0.945 0.350 0.972  -0.30
N1 0.307 -1.497 -0.750  0.35
N2 -0.844 0.645 -0.674  0.13
O1 0.401 1.491 1.498  0.08
F1 2.036 0.651 0.178  0.06
H1 -0.720 -0.763 0.902  0.12
H2 1.347 -0.181 1.767  0.15
H3 0.244 -2.466 -0.426  0.17
H4 1.052 -1.203 -1.259  0.09
H5 -0.256 0.958 -1.353  0.04
H6 -1.711 0.259 -1.268  0.10
H7 -0.899 1.423 0.153  0.18
H8 1.138 1.987 1.742  0.11

---

(6)
Molecular formula: C8H27O5
Method: DFT, ωB97M-V with the def2-TZVPD basis set

Results
highest occupied orbital energy: -0.49084 Ha
net charge: +1
frontier orbital gap: 10.9522 eV
energy relative to the best compared isomer or geometry (same formula, charge and spin): 562.26 kJ/mol
largest force on an atom: 12.9 eV Å⁻¹

Last column: Löwdin charge in e.
Element x y z (Å)
O1 0.480 0.861 0.206  0.17
H1 0.129 0.358 -0.563  0.08
H2 -0.345 1.242 0.893  0.22
H3 1.062 0.322 0.735  0.07
C1 1.769 -0.019 3.501  -0.03
O2 2.165 -0.422 2.137  -0.14
H4 2.502 -0.199 4.174  0.07
H5 0.966 -0.664 3.668  0.06
H6 1.303 0.873 3.526  0.05
H7 2.951 -0.970 2.251  0.09
C2 -2.222 0.263 2.541  -0.07
O3 -1.625 1.461 1.981  -0.12
H8 -1.681 -0.266 3.436  0.13
H9 -2.383 -0.344 1.676  0.07
H10 -3.184 0.749 2.758  0.10
H11 -2.144 2.091 2.349  0.04
C3 1.911 -0.704 -2.373  -0.01
C4 2.210 -1.813 -1.353  -0.45
C5 3.505 -1.724 -0.629  -0.06
O4 1.249 -1.658 -0.325  -0.11
H12 2.407 -1.037 -3.307  0.11
H13 1.944 0.279 -1.984  0.07
H14 0.890 -0.914 -2.558  0.05
H15 2.133 -2.842 -1.702  0.15
H16 3.750 -2.413 0.023  0.03
H17 3.677 -1.072 0.051  0.01
H18 4.434 -1.728 -1.291  0.14
H19 1.569 -2.326 0.421  0.17
C6 -3.632 0.654 -1.254  -0.07
C7 -2.331 0.779 -2.015  -0.37
C8 -1.589 2.156 -1.857  0.00
O5 -1.489 -0.197 -1.350  -0.12
H20 -3.683 0.938 -0.181  0.07
H21 -4.155 -0.297 -1.357  0.08
H22 -4.405 1.443 -1.563  0.11
H23 -2.465 0.612 -3.161  0.18
H24 -0.650 1.982 -2.131  0.05
H25 -1.532 2.778 -1.013  0.09
H26 -1.921 2.772 -2.400  -0.03
H27 -1.572 -1.004 -1.962  0.15

---

Question: What is the formula in the first record?
Answer: C4H10NO3S

---

What did the second record say?
Molecular formula: C2H3NO2
Method: DFT, ωB97M-V with the def2-TZVPD basis set

Results
highest occupied orbital energy (spin up / spin down): -0.36828 / -0.34700 Ha
frontier orbital gap (spin up / spin down): 8.6586 / 9.7618 eV
energy relative to the best compared isomer or geometry (same formula, charge and spin): 976.29 kJ/mol
largest force on an atom: 5.1 eV Å⁻¹

Last column: Löwdin charge in e.
Element x y z (Å)
C1 0.129 0.381 -0.095  -0.14
C2 1.269 0.498 -1.015  -0.22
N1 -0.789 0.478 -1.250  0.02
O1 0.882 1.555 -0.171  0.04
O2 0.326 0.335 -2.066  -0.04
H1 -2.015 1.329 1.726  0.07
H2 2.164 0.068 -1.115  0.11
H3 -1.527 -0.308 -1.297  0.16

---

Question: Among the records above, which one has the lowest largest force on an atom?
Answer: C4H10NO3S